1.
Molecular formula: C32H39AsLiN6Si2
Method: DFT, ωB97M-V/def2-TZVPD

Values from the calculation:
E (eV): -119559.2790
Gap between HOMO and LUMO (Ha): 0.2155
Energy relative to the best compared isomer or geometry (same formula, charge and spin) (kcal/mol): 6.7
LUMO energy (eV): 2.106

```
! wB97M-V def2-TZVPD RIJCOSX def2/J DEFGRID3
* xyz -1 1
C -0.50872 -3.70836 2.78918
H 1.27646 5.48452 -0.89409
H -0.98518 -0.33847 -4.58317
C 3.74122 1.26189 -1.40412
C -0.29803 1.99903 -1.59563
C -3.77392 -0.90008 -3.20428
N 0.31965 0.40659 3.31417
N 1.48357 0.85287 -0.55281
H -1.29118 -5.56247 2.01856
C 1.20916 4.49151 4.25942
H -2.09469 1.87278 0.05898
C -3.95812 -0.32947 -0.21897
C 4.85193 0.26454 0.86765
As -1.32270 -2.22133 -1.18996
C 5.72906 0.81644 -0.07985
C 0.99701 3.15264 3.97486
H 0.62723 -0.16078 -4.11036
Si -3.48211 -1.61223 -1.51937
H -4.82900 -3.23444 -0.39289
H 2.84494 0.08142 1.64955
N -1.29458 3.30367 1.14213
Si -0.17929 -2.35747 -3.20756
H -4.78609 -0.47636 -3.29000
H 0.59399 6.47188 3.87939
H -5.03066 -0.01510 -0.06709
H 1.50115 -1.45125 4.43081
H -0.75886 0.96768 -1.88379
C 0.17316 2.75873 2.91311
C 5.10644 1.32461 -1.26082
C 1.59787 -2.97336 -2.86609
H 2.34693 3.49341 0.01373
C 0.16960 -5.86550 3.53104
H -1.13677 -4.54176 -3.66698
C 1.52373 3.37447 -0.60594
C -0.17000 1.32214 2.54820
N 0.07874 -0.88537 2.99150
H -3.73858 -1.67115 -4.02540
C 3.48940 0.42473 0.87260
H -3.37642 0.60080 -0.40164
C -0.07955 -0.93651 -4.40286
H -1.82935 3.03451 -2.62869
C -1.06290 -3.64785 -4.22711
C 0.87681 4.46547 -1.06339
N 1.18263 -3.92753 4.45658
H 0.16787 -1.30628 -5.37953
H 1.77936 -5.82290 5.03201
H 6.78602 0.77768 0.08154
H -0.85386 5.84664 1.85941
C 0.94298 2.06843 -0.94210
H -5.75106 -2.66326 -1.75859
H 5.64762 1.75905 -2.06357
H -0.88670 5.34361 -2.08617
Li -0.03338 -0.56312 0.15418
H -3.11738 0.00897 -3.33161
C -0.47262 3.73140 2.17785
C -0.91972 3.16931 -2.04707
H 5.26732 -0.16023 1.80624
H 1.75103 4.78249 5.17651
C -4.74988 -2.99623 -1.42097
C 0.44541 -3.16677 3.61591
C 0.72010 -1.70452 3.68506
H 0.05544 -6.94938 3.62117
C 2.91174 0.90695 -0.34159
H -2.05255 -3.28747 -4.33974
N -0.95718 1.00433 1.48309
H 1.55637 -3.90013 -2.18294
C 1.08645 -5.21921 4.35329
H 2.10445 -3.23786 -3.75637
H 1.41265 2.36615 4.60225
H -4.42580 -3.92802 -1.87568
C -0.28143 5.07663 2.46270
C -1.44488 2.03427 0.85639
H -3.61219 -0.69444 0.76391
H -1.79972 3.96843 0.54216
H -1.09036 -3.05588 2.13134
C 0.52923 5.43824 3.53014
C -0.40983 4.42907 -1.72701
C -0.64287 -5.09886 2.78729
H 3.23518 1.64485 -2.24265
H -0.74744 -3.90807 -5.26157
H 2.11560 -2.10340 -2.33387
*
```

2.
Molecular formula: C3H6N2O
Method: DFT, ωB97M-V/def2-TZVPD

Values from the calculation:
E (eV): -8232.8486
Gap between HOMO and LUMO (Ha): 0.3649
Energy relative to the best compared isomer or geometry (same formula, charge and spin) (kcal/mol): 88.8
LUMO energy (eV): -0.538
Structure (SMILES): [H]/N=C\C#N.[H][H].C=O

```
! wB97M-V def2-TZVPD RIJCOSX def2/J DEFGRID3
* xyz 0 1
N 0.96618 0.58538 1.49906
H 1.29056 1.42433 1.01333
C 1.17993 -0.46107 0.81659
H -1.21279 1.73113 1.35475
N 2.31975 -0.51338 -1.53626
C 1.81669 -0.48911 -0.49343
C -1.38164 -0.65098 -1.16812
H -0.65500 -0.30393 -1.92942
H 0.86681 -1.42599 1.21486
O -2.34766 -0.00642 -0.84810
H -1.15646 -1.63485 -0.70371
H -1.68638 1.74490 0.78045
*
```

3.
Molecular formula: C4H10O
Method: DFT, ωB97M-V/def2-TZVPD

Values from the calculation:
E (eV): -6355.3925
Gap between HOMO and LUMO (Ha): 0.3604
Energy relative to the best compared isomer or geometry (same formula, charge and spin) (kcal/mol): 55.6
LUMO energy (eV): 0.783
Structure (SMILES): C=CO.CC

```
! wB97M-V def2-TZVPD RIJCOSX def2/J DEFGRID3
* xyz 0 1
H -3.08816 0.66797 -1.30051
C 1.76808 -2.11473 0.66172
H 2.77956 -0.12262 -0.14851
H 1.69106 -1.17603 -1.30872
H 1.83038 -1.83228 1.75488
H -1.66942 -0.23830 -0.32168
H -1.72630 3.67028 0.05991
H -1.53797 1.77029 1.05140
H 2.57076 -2.81987 0.39884
O -2.37086 3.11544 -0.36080
C -1.94030 1.88292 0.06582
H 0.84392 -2.72827 0.56382
C -2.13943 0.77359 -0.68940
H 1.10144 -0.08584 -0.14109
C 1.88723 -0.76254 -0.28568
*
```

4.
Molecular formula: C3H3N
Method: DFT, ωB97M-V/def2-TZVPD

Values from the calculation:
E (eV): -4645.5426
Gap between HOMO and LUMO (Ha): 0.4336
Energy relative to the best compared isomer or geometry (same formula, charge and spin) (kcal/mol): 68.8
LUMO energy (eV): 0.930

```
! wB97M-V def2-TZVPD RIJCOSX def2/J DEFGRID3
* xyz 0 1
C 1.55837 0.24933 0.01637
C 1.53850 -0.96500 0.23263
H 1.69423 1.20501 -0.40977
C -2.32983 -0.30404 -1.00298
H 1.30339 -1.69878 0.88790
H -1.61965 1.05546 0.41373
N -2.14501 0.45802 -0.13788
*
```